{
  "formula": "C74H176N16O27",
  "method": "the ωB97M-V functional and the def2-TZVPD basis",
  "spin_multiplicity": 1,
  "e_tot_ha": -5831.07442,
  "total_charge": 2,
  "elements": ["C", "O", "C", "C", "N", "H", "H", "C", "C", "O", "C", "H", "H", "H", "H", "H", "H", "H", "H", "H", "H", "H", "H", "H", "H", "C", "C", "N", "C", "C", "C", "C", "C", "O", "C", "H", "H", "H", "H", "H", "H", "H", "H", "H", "H", "H", "H", "H", "H", "H", "H", "H", "H", "H", "H", "C", "C", "N", "C", "C", "C", "C", "C", "O", "C", "H", "H", "H", "H", "H", "H", "H", "H", "H", "H", "H", "H", "H", "H", "H", "H", "H", "H", "H", "H", "C", "C", "N", "C", "C", "C", "C", "C", "O", "C", "H", "H", "H", "H", "H", "H", "H", "H", "H", "H", "H", "H", "H", "H", "H", "H", "H", "H", "H", "H", "C", "C", "N", "C", "C", "C", "C", "C", "O", "C", "H", "H", "H", "H", "H", "H", "H", "H", "H", "H", "H", "H", "H", "H", "H", "H", "H", "H", "H", "H", "C", "C", "C", "C", "N", "C", "C", "C", "C", "C", "H", "H", "H", "H", "H", "H", "H", "H", "H", "H", "H", "H", "H", "H", "H", "H", "H", "H", "H", "H", "C", "C", "C", "C", "N", "C", "C", "C", "C", "C", "H", "H", "H", "H", "H", "H", "H", "H", "H", "H", "H", "H", "H", "H", "H", "H", "H", "H", "H", "H", "C", "C", "C", "C", "N", "C", "C", "C", "C", "C", "H", "H", "H", "H", "H", "H", "H", "H", "H", "H", "H", "H", "H", "H", "H", "H", "H", "H", "H", "H", "C", "C", "C", "C", "N", "C", "C", "C", "C", "C", "H", "H", "H", "H", "H", "H", "H", "H", "H", "H", "H", "H", "H", "H", "H", "H", "H", "H", "H", "H", "N", "O", "O", "O", "N", "O", "O", "O", "N", "O", "O", "O", "N", "O", "O", "O", "N", "O", "O", "O", "N", "O", "O", "O", "N", "O", "O", "O"],
  "xyz": [[-29.355, -20.684, 3.536], [-28.078, -20.595, 2.976], [-27.436, -19.364, 2.991], [-26.685, -19.087, 1.661], [-27.540, -19.558, 0.536], [-28.015, -20.431, 0.749], [-28.340, -18.955, 0.463], [-26.888, -19.418, -0.806], [-27.201, -20.546, -1.762], [-28.588, -20.642, -1.929], [-29.078, -21.946, -1.858], [-29.209, -20.733, 4.589], [-29.803, -21.643, 3.193], [-29.972, -19.796, 3.309], [-26.692, -19.278, 3.723], [-28.174, -18.606, 3.156], [-25.770, -19.596, 1.638], [-26.483, -18.067, 1.575], [-25.802, -19.434, -0.743], [-27.253, -18.423, -1.210], [-26.717, -21.506, -1.368], [-26.724, -20.258, -2.758], [-28.692, -22.418, -0.949], [-28.719, -22.584, -2.670], [-30.131, -21.949, -1.828], [-26.648, -10.919, 9.982], [-26.643, -10.987, 8.438], [-26.740, -9.567, 7.755], [-28.168, -9.132, 8.116], [-25.730, -8.726, 8.486], [-25.224, -7.547, 7.655], [-26.570, -9.641, 6.254], [-25.219, -10.252, 5.779], [-24.928, -9.981, 4.443], [-25.543, -10.904, 3.536], [-26.084, -11.759, 10.389], [-27.694, -11.055, 10.308], [-26.353, -10.073, 10.543], [-27.530, -11.565, 8.140], [-25.829, -11.479, 8.029], [-28.267, -8.108, 7.743], [-28.351, -9.162, 9.185], [-28.847, -9.786, 7.565], [-24.874, -9.359, 8.800], [-26.122, -8.414, 9.403], [-24.641, -7.931, 6.831], [-24.611, -6.881, 8.203], [-26.007, -6.882, 7.375], [-26.717, -8.608, 5.919], [-27.409, -10.234, 5.835], [-25.330, -11.341, 5.905], [-24.437, -9.957, 6.378], [-25.403, -11.879, 3.925], [-25.105, -10.675, 2.561], [-26.624, -10.709, 3.460], [-28.691, -17.522, 7.443], [-28.710, -17.105, 5.998], [-28.424, -15.645, 5.874], [-29.296, -14.901, 6.745], [-26.968, -15.449, 6.094], [-26.503, -14.022, 5.934], [-28.881, -15.177, 4.485], [-28.087, -15.770, 3.305], [-27.230, -14.742, 2.785], [-26.564, -15.157, 1.571], [-27.927, -17.034, 8.038], [-28.513, -18.590, 7.580], [-29.592, -17.242, 7.948], [-29.698, -17.377, 5.572], [-27.892, -17.576, 5.428], [-30.282, -15.256, 6.766], [-29.295, -13.851, 6.441], [-28.987, -15.022, 7.763], [-26.424, -16.029, 5.385], [-26.719, -15.693, 7.108], [-25.447, -14.155, 6.159], [-26.881, -13.338, 6.699], [-26.683, -13.542, 4.953], [-28.815, -14.092, 4.385], [-29.936, -15.438, 4.519], [-28.730, -16.054, 2.431], [-27.614, -16.687, 3.561], [-26.004, -16.075, 1.787], [-25.848, -14.426, 1.257], [-27.360, -15.334, 0.879], [-28.363, -17.562, -4.500], [-28.042, -16.308, -3.659], [-26.820, -15.531, -4.180], [-27.219, -14.625, -5.331], [-26.351, -14.630, -3.024], [-27.437, -13.790, -2.327], [-25.728, -16.396, -4.679], [-25.005, -17.313, -3.637], [-24.651, -18.487, -4.336], [-23.711, -19.317, -3.610], [-27.657, -18.398, -4.404], [-28.788, -17.282, -5.494], [-29.282, -17.963, -3.987], [-27.678, -16.641, -2.724], [-28.940, -15.690, -3.662], [-27.541, -15.320, -6.079], [-26.464, -13.978, -5.711], [-28.117, -14.101, -4.968], [-25.603, -13.948, -3.462], [-25.931, -15.322, -2.370], [-28.416, -14.257, -2.416], [-27.499, -12.787, -2.786], [-27.111, -13.674, -1.281], [-25.000, -15.692, -5.040], [-26.131, -17.058, -5.459], [-25.702, -17.573, -2.781], [-24.128, -16.825, -3.178], [-22.746, -19.004, -3.816], [-23.867, -20.316, -4.032], [-23.949, -19.368, -2.509], [-32.004, -12.425, 7.841], [-31.097, -12.223, 9.104], [-31.491, -13.103, 10.260], [-32.940, -13.136, 10.464], [-30.942, -14.638, 9.907], [-31.525, -15.647, 10.887], [-30.775, -12.624, 11.546], [-31.150, -11.162, 12.018], [-32.341, -11.023, 12.576], [-32.522, -9.890, 13.502], [-32.914, -11.829, 7.963], [-32.265, -13.463, 7.558], [-31.552, -11.894, 7.046], [-31.199, -11.208, 9.405], [-30.069, -12.526, 8.908], [-33.389, -13.548, 9.510], [-33.350, -12.061, 10.600], [-33.146, -13.730, 11.342], [-29.882, -14.473, 9.847], [-31.379, -14.778, 8.958], [-30.944, -16.590, 10.764], [-32.570, -15.801, 10.557], [-31.466, -15.439, 11.982], [-29.689, -12.650, 11.345], [-31.078, -13.325, 12.340], [-30.919, -10.489, 11.210], [-30.321, -10.997, 12.726], [-33.584, -9.614, 13.511], [-31.991, -9.019, 13.122], [-31.984, -10.153, 14.441], [-34.941, -20.613, 6.267], [-33.578, -20.381, 5.690], [-32.526, -21.091, 6.586], [-32.978, -22.509, 6.860], [-32.041, -23.414, 7.652], [-32.696, -24.702, 7.942], [-31.797, -25.337, 8.933], [-31.416, -24.128, 9.863], [-31.739, -22.870, 9.024], [-30.723, -23.702, 6.942], [-35.183, -21.690, 6.243], [-35.769, -20.182, 5.635], [-35.100, -20.253, 7.270], [-33.347, -19.373, 5.455], [-33.650, -20.896, 4.713], [-32.331, -20.507, 7.508], [-31.548, -21.100, 5.979], [-33.200, -23.000, 5.905], [-33.944, -22.578, 7.350], [-32.857, -25.291, 7.068], [-33.687, -24.521, 8.396], [-30.833, -25.809, 8.612], [-32.281, -26.128, 9.474], [-30.383, -24.159, 10.258], [-32.009, -24.134, 10.803], [-30.836, -22.245, 9.015], [-32.622, -22.391, 9.395], [-30.943, -24.393, 6.119], [-30.230, -24.318, 7.654], [-30.148, -22.838, 6.708], [-21.660, -16.623, 7.849], [-22.730, -15.797, 8.562], [-23.651, -16.623, 9.459], [-24.347, -17.692, 8.664], [-25.198, -18.701, 9.440], [-24.334, -19.712, 10.152], [-25.033, -21.101, 9.965], [-25.543, -20.965, 8.559], [-25.979, -19.507, 8.413], [-26.148, -18.051, 10.487], [-21.339, -17.439, 8.455], [-20.870, -16.041, 7.327], [-22.053, -17.209, 7.016], [-23.252, -15.088, 7.884], [-22.261, -15.162, 9.324], [-24.409, -16.016, 9.951], [-22.966, -17.009, 10.276], [-23.739, -18.338, 7.992], [-25.052, -17.148, 8.004], [-24.119, -19.436, 11.198], [-23.360, -19.728, 9.711], [-25.881, -21.264, 10.738], [-24.370, -21.968, 10.114], [-26.382, -21.596, 8.266], [-24.715, -21.174, 7.888], [-27.009, -19.510, 8.770], [-25.853, -19.072, 7.425], [-26.465, -18.856, 11.041], [-26.971, -17.682, 9.881], [-25.650, -17.228, 11.032], [-21.880, -20.063, 0.273], [-22.714, -18.856, 0.871], [-21.836, -17.705, 1.401], [-22.759, -16.510, 1.718], [-22.062, -15.323, 2.438], [-23.119, -14.272, 2.699], [-22.276, -13.003, 2.772], [-21.303, -13.183, 1.609], [-21.126, -14.712, 1.448], [-21.353, -15.776, 3.687], [-22.365, -20.959, -0.180], [-21.249, -20.489, 1.026], [-21.217, -19.701, -0.518], [-23.312, -19.293, 1.674], [-23.338, -18.410, 0.094], [-21.138, -17.517, 0.591], [-21.215, -18.034, 2.197], [-23.570, -16.715, 2.448], [-23.266, -16.096, 0.828], [-23.681, -14.562, 3.561], [-23.823, -14.201, 1.892], [-21.836, -12.944, 3.794], [-22.930, -12.149, 2.647], [-20.332, -12.658, 1.697], [-21.760, -12.751, 0.702], [-20.126, -15.062, 1.693], [-21.294, -15.139, 0.459], [-21.569, -15.038, 4.483], [-20.284, -15.691, 3.503], [-21.590, -16.758, 4.000], [-30.114, -12.484, -0.915], [-30.036, -13.447, 0.225], [-31.198, -13.155, 1.233], [-31.238, -14.041, 2.488], [-32.616, -14.245, 2.960], [-32.624, -15.069, 4.221], [-33.996, -15.751, 4.355], [-34.674, -15.397, 3.006], [-33.556, -15.020, 2.080], [-33.321, -12.850, 3.256], [-31.041, -12.474, -1.507], [-29.300, -12.593, -1.673], [-30.123, -11.452, -0.577], [-29.061, -13.439, 0.742], [-30.246, -14.494, -0.131], [-32.092, -13.258, 0.634], [-31.155, -12.135, 1.468], [-30.639, -13.591, 3.268], [-30.830, -15.068, 2.254], [-32.341, -14.394, 5.069], [-31.901, -15.893, 3.979], [-34.547, -15.299, 5.180], [-33.932, -16.812, 4.634], [-35.386, -14.563, 3.150], [-35.351, -16.181, 2.674], [-33.904, -14.271, 1.400], [-33.022, -15.870, 1.657], [-34.220, -12.945, 3.899], [-33.737, -12.487, 2.296], [-32.511, -12.268, 3.706], [-30.133, -17.431, -0.003], [-29.700, -18.293, 0.823], [-31.185, -16.825, 0.195], [-29.490, -17.186, -0.997], [-32.449, -16.557, 7.334], [-31.815, -16.890, 6.297], [-32.919, -15.425, 7.499], [-32.467, -17.360, 8.282], [-23.927, -14.708, -1.474], [-24.519, -15.047, -0.421], [-23.264, -15.580, -2.100], [-24.056, -13.516, -1.761], [-24.753, -17.829, 4.799], [-23.684, -17.450, 5.293], [-25.402, -18.766, 5.434], [-25.225, -17.409, 3.749], [-27.226, -14.371, 9.961], [-26.593, -14.703, 8.991], [-28.075, -13.485, 9.884], [-27.025, -14.940, 11.020], [-28.826, -21.337, 8.476], [-29.250, -20.887, 7.412], [-28.447, -22.502, 8.552], [-28.748, -20.611, 9.457], [-29.484, -11.172, 5.359], [-28.658, -11.863, 6.047], [-29.710, -10.029, 5.679], [-30.128, -11.781, 4.434]],
  "lowdin_charge": [-0.083, -0.172, -0.193, -0.052, 0.071, 0.169, 0.045, -0.107, -0.219, -0.175, -0.100, 0.064, 0.106, 0.095, 0.072, 0.093, 0.107, 0.088, 0.112, 0.130, 0.154, 0.139, 0.087, 0.098, 0.081, -0.059, -0.118, -0.213, 0.037, -0.170, -0.039, -0.069, -0.202, -0.155, -0.059, 0.092, 0.070, 0.058, 0.100, 0.090, 0.115, 0.098, 0.070, 0.146, 0.096, 0.075, 0.078, 0.078, 0.138, 0.097, 0.111, 0.092, 0.056, 0.100, 0.100, -0.034, -0.133, -0.227, -0.014, -0.148, -0.055, -0.050, -0.163, -0.189, -0.069, 0.058, 0.062, 0.072, 0.133, 0.115, 0.071, 0.094, 0.088, 0.099, 0.084, 0.087, 0.050, 0.072, 0.113, 0.100, 0.127, 0.069, 0.066, 0.057, 0.074, -0.046, -0.156, -0.267, 0.038, -0.147, -0.049, -0.073, -0.194, -0.195, -0.054, 0.079, 0.098, 0.102, 0.081, 0.128, 0.094, 0.107, 0.115, 0.134, 0.070, 0.056, 0.095, 0.093, 0.138, 0.136, 0.119, 0.088, 0.066, 0.096, 0.090, -0.039, -0.133, -0.242, -0.017, -0.077, -0.060, -0.034, -0.295, -0.186, -0.017, 0.086, 0.052, 0.047, 0.102, 0.106, 0.116, 0.142, 0.097, 0.076, 0.058, 0.100, 0.081, 0.087, 0.118, 0.131, 0.104, 0.133, 0.099, 0.079, 0.106, -0.129, -0.242, -0.160, -0.138, -0.241, -0.143, -0.157, -0.112, -0.074, 0.052, 0.066, 0.096, 0.079, 0.080, 0.116, 0.129, 0.125, 0.145, 0.108, 0.133, 0.157, 0.129, 0.113, 0.123, 0.122, 0.114, 0.134, 0.123, 0.069, 0.067, -0.105, -0.243, -0.199, -0.126, -0.212, -0.103, -0.132, -0.151, -0.104, 0.076, 0.065, 0.083, 0.036, 0.110, 0.106, 0.091, 0.142, 0.138, 0.129, 0.137, 0.117, 0.146, 0.120, 0.098, 0.120, 0.080, 0.091, 0.073, 0.088, 0.101, -0.090, -0.226, -0.163, -0.095, -0.232, -0.098, -0.139, -0.110, -0.094, 0.038, 0.076, 0.056, 0.067, 0.098, 0.093, 0.115, 0.101, 0.108, 0.099, 0.128, 0.105, 0.123, 0.102, 0.126, 0.125, 0.123, 0.129, 0.110, 0.103, 0.073, -0.117, -0.232, -0.156, -0.132, -0.250, -0.126, -0.129, -0.148, -0.102, 0.078, 0.088, 0.041, 0.078, 0.110, 0.105, 0.106, 0.095, 0.089, 0.134, 0.138, 0.130, 0.108, 0.110, 0.113, 0.122, 0.113, 0.135, 0.110, 0.110, 0.093, -0.581, -0.053, -0.007, 0.001, -0.571, -0.076, -0.066, -0.015, -0.590, -0.105, -0.052, -0.010, -0.546, -0.016, -0.074, -0.040, -0.629, -0.018, -0.081, 0.004, -0.669, -0.047, -0.039, -0.028, -0.557, -0.102, 0.009, -0.055]
}

***

{
  "formula": "C2H6N2S",
  "method": "the ωB97M-V functional and the def2-TZVPD basis",
  "spin_multiplicity": 1,
  "e_above_lowest_ev": 3.563,
  "e_tot_ha": -587.37307,
  "total_charge": 0,
  "elements": ["C", "C", "H", "H", "H", "H", "H", "H", "N", "N", "S"],
  "xyz": [[0.401, 0.711, -0.399], [0.805, -0.633, 0.264], [-1.142, 0.973, -1.725], [-1.665, 1.746, 0.157], [0.545, 1.507, 0.439], [1.237, 0.846, -1.324], [-0.115, -2.346, 1.216], [-1.174, -0.823, 0.995], [-0.918, 0.802, -0.663], [-0.223, -1.229, 0.998], [2.251, -1.554, 0.042]],
  "nbo_charge": [-0.326, 0.153, 0.401, 0.352, 0.225, 0.231, 0.429, 0.410, -0.845, -0.812, -0.218]
}

***

{
  "formula": "C3H3O4S",
  "method": "the ωB97M-V functional and the def2-TZVPD basis",
  "spin_multiplicity": 1,
  "e_above_lowest_ev": 2.596,
  "e_tot_ha": -815.22996,
  "total_charge": -1,
  "smiles": "C#C[C@@H](O)S(=O)(=O)[O-]",
  "elements": ["C", "C", "C", "O", "O", "O", "O", "S", "H", "H", "H"],
  "xyz": [[1.821, -0.562, 0.334], [0.784, -0.223, -0.074], [-0.684, 0.343, -0.549], [-1.479, 1.918, 1.447], [0.338, 2.729, -0.043], [-1.866, 2.580, -0.937], [-1.640, -0.387, 0.162], [-0.946, 2.013, 0.043], [2.665, -1.087, 0.555], [-0.844, 0.312, -1.545], [-2.089, 0.399, 0.583]],
  "nbo_charge": [-0.309, 0.028, -0.187, -0.991, -1.011, -1.019, -0.723, 2.321, 0.205, 0.198, 0.489]
}

***

{
  "formula": "CH8N2S",
  "method": "the ωB97M-V functional and the def2-TZVPD basis",
  "spin_multiplicity": 1,
  "e_above_lowest_ev": 0.284,
  "e_tot_ha": -550.56912,
  "total_charge": 0,
  "smiles": "NCN.S",
  "elements": ["S", "H", "H", "N", "C", "N", "H", "H", "H", "H", "H", "H"],
  "xyz": [[2.209, -0.693, 0.249], [3.226, -1.443, -0.243], [1.308, -1.159, -0.602], [-2.049, 1.066, -1.072], [-1.366, 0.908, 0.223], [-1.140, -0.445, 0.624], [-2.029, 2.033, -1.351], [-1.574, 0.552, -1.803], [-0.417, 1.464, 0.202], [-2.007, 1.411, 0.952], [-2.015, -0.950, 0.675], [-0.664, -0.943, -0.110]],
  "nbo_charge": [-0.265, 0.143, 0.120, -0.855, -0.051, -0.812, 0.354, 0.343, 0.154, 0.177, 0.358, 0.333]
}

***

Number 1: highest occupied orbital energy -11.28 eV, molar mass 1722.3 g mol⁻¹, HOMO-LUMO gap 0.322 hartree. Number 2: highest occupied orbital energy -8.15 eV, molar mass 90.2 g mol⁻¹, HOMO-LUMO gap 0.292 hartree. Number 3: highest occupied orbital energy -5.28 eV, molar mass 135.1 g mol⁻¹, HOMO-LUMO gap 0.337 hartree. Number 4: highest occupied orbital energy -9.41 eV, molar mass 80.2 g mol⁻¹, HOMO-LUMO gap 0.374 hartree.